Entry 1:
Below is C16H14N11OS4V as an isolated structure, with properties calculated with the ωB97M-V functional and the def2-TZVPD basis.

Structure (XYZ):
```
47
Properties=species:S:1:pos:R:3:forces:R:3:mulliken_spin:R:1
V -0.3449 -0.2539 0.1336 -0.150 0.004 0.037 1.002
N -1.6663 2.7849 1.5480 -0.006 -0.046 0.043 0.003
C -2.5407 1.7976 1.3006 -0.087 0.028 0.038 -0.010
N -2.2105 0.6355 0.7752 0.279 -0.006 -0.140 0.008
C -3.3336 -0.1681 0.5961 -0.142 0.036 0.062 -0.009
C -4.4968 0.3738 1.0051 0.068 -0.033 -0.010 -0.003
S -4.2283 1.9646 1.6247 0.053 -0.001 -0.009 0.001
C -3.0995 -1.4671 -0.0268 -0.172 0.006 -0.003 0.009
C -4.0072 -2.3067 -0.5611 0.105 -0.036 0.050 -0.001
S -3.2100 -3.6752 -1.2479 0.023 0.043 0.013 0.001
C -1.6815 -3.0094 -0.7940 -0.043 -0.099 -0.039 0.000
N -1.7710 -1.8631 -0.1405 0.203 0.143 -0.160 0.016
N -0.5184 -3.6357 -1.0550 -0.043 0.084 -0.025 -0.001
H -0.6873 2.6247 1.3840 0.018 0.029 -0.034 -0.003
H -1.9435 3.6136 2.0416 -0.012 0.003 -0.009 0.000
H -5.4832 -0.0556 0.9878 -0.011 -0.003 0.003 0.000
H -5.0755 -2.1931 -0.6205 -0.014 -0.010 0.014 0.000
H -0.5263 -4.3406 -1.7749 -0.009 -0.026 0.029 0.000
H 0.2859 -3.0146 -1.0700 0.004 -0.019 0.019 -0.001
N 0.1263 1.8569 -2.6180 0.015 0.047 0.092 0.005
C 0.8023 2.2251 -1.5123 0.034 0.037 -0.078 0.021
N 0.7271 1.5847 -0.3670 -0.174 -0.265 0.003 -0.026
C 1.5568 2.1549 0.5862 0.103 0.159 -0.025 -0.002
C 2.2150 3.2644 0.1891 -0.040 -0.067 0.003 0.002
S 1.8395 3.6093 -1.4631 0.008 -0.031 0.021 0.000
C 1.5944 1.4297 1.8523 0.099 0.007 0.105 0.012
C 2.2987 1.6609 2.9791 -0.063 -0.010 -0.045 0.003
S 1.9570 0.4348 4.1526 -0.012 -0.014 -0.036 0.000
C 0.8833 -0.3290 3.0335 0.032 0.085 0.062 0.024
N 0.7900 0.2956 1.8797 -0.123 -0.085 -0.139 -0.041
N 0.1807 -1.4366 3.3311 0.011 -0.016 0.005 0.006
H -0.2318 0.9115 -2.6473 0.002 -0.012 -0.058 -0.004
H 0.3760 2.2585 -3.5060 -0.002 -0.005 -0.002 0.000
H 2.9093 3.8734 0.7421 0.008 0.016 -0.007 0.000
H 2.9919 2.4559 3.1936 0.007 0.006 0.010 0.000
H 0.4069 -1.9874 4.1402 -0.002 0.011 0.004 0.001
H -0.3272 -1.8783 2.5783 0.001 0.007 -0.003 -0.005
N 3.1828 -0.7584 -0.5492 -0.117 -0.030 -0.045 0.001
C 2.1691 -1.0465 -1.3887 0.021 0.157 -0.211 0.000
O 0.9859 -1.2419 -0.8990 0.062 -0.174 0.494 -0.003
C 2.3388 -1.1186 -2.7678 0.020 0.109 0.035 -0.003
C 1.1609 -1.3307 -3.5233 -0.008 -0.135 -0.048 -0.002
N 0.1403 -1.5184 -4.0283 -0.021 0.133 -0.024 0.000
C 3.6172 -0.9123 -3.3394 0.039 -0.010 -0.017 0.001
N 4.6974 -0.7272 -3.6955 0.005 0.021 -0.003 0.000
H 4.1258 -0.6873 -0.8961 0.002 -0.023 -0.003 0.001
H 3.0243 -0.8547 0.4375 0.031 -0.015 0.032 0.000
```
Positions in Å, forces in eV/Å.

Its orbital gap (alpha / beta) is 7.75 / 7.18 eV. The total energy is -104284.64049 eV. The value obtained for the highest occupied orbital energy (alpha / beta) is -10.355 / -9.776 eV. As for the maximum force: 0.010 Eh/bohr. The spin multiplicity is 2. Its charge is +1.

---

Entry 2:
Below is a 2-piece molecular cluster, C12H19N2O2 overall, with properties calculated with the ωB97M-V functional and the def2-TZVPD basis.

Structure (XYZ):
```
35
Properties=species:S:1:pos:R:3:forces:R:3:nbo_charge:R:1
O 1.1917 -0.5514 -2.6419 -3.545 0.920 -5.643 -0.733
C 0.5891 -0.3123 -3.8399 5.274 1.348 -0.088 0.686
O 1.3161 0.2487 -4.9981 -4.793 -3.126 5.940 -0.778
C -1.0164 -0.6332 -3.9110 -3.691 0.100 -0.361 0.005
C -2.0712 0.6515 -3.8404 -1.828 -4.755 -0.288 -0.280
C -3.6669 0.2804 -3.8641 2.559 -1.357 0.081 -0.003
N -4.3015 -1.0794 -3.9331 6.061 0.791 -0.199 -0.492
C -3.3258 -2.2172 -4.0340 2.076 1.922 0.341 0.000
C -1.6884 -2.1479 -4.0321 -2.307 4.243 0.373 -0.292
H -1.7268 1.7684 -3.7716 -0.623 -2.560 -0.168 0.245
H -4.4140 1.2098 -3.7953 1.655 -2.448 -0.185 0.199
H -3.7962 -3.3138 -4.0869 0.960 2.809 0.105 0.200
H -0.9808 -3.0862 -4.1083 -1.775 2.127 0.192 0.245
C -1.1413 0.3752 3.4827 0.072 0.059 0.074 -0.614
C -0.2428 -0.0069 2.3093 0.027 0.342 -0.018 -0.215
N 0.7136 1.0336 1.9177 0.044 0.233 0.016 -0.454
C 1.3898 0.7455 0.6478 -0.332 -0.002 -0.314 -0.218
C 2.3094 -0.4700 0.5962 0.335 -0.155 -0.314 -0.642
C 1.5847 1.5453 2.9777 -0.462 0.051 0.020 -0.214
C 2.4835 0.5434 3.6946 0.438 -0.027 0.255 -0.637
H -1.7061 1.2888 3.2698 0.140 -0.066 0.015 0.207
H -1.8615 -0.4278 3.6731 0.101 0.073 -0.062 0.206
H -0.5716 0.5224 4.4049 -0.058 0.030 -0.054 0.193
H -0.9064 -0.2113 1.4587 0.357 0.089 -0.052 0.208
H 0.2606 -0.9490 2.5466 0.015 -0.229 0.054 0.155
H 1.9570 1.6291 0.3294 -0.102 -0.021 0.228 0.189
H 0.6196 0.6182 -0.1235 0.056 -0.043 0.168 0.223
H 3.2628 -0.2761 1.0899 -0.023 -0.067 0.102 0.179
H 2.5383 -0.7103 -0.4500 -0.198 0.087 0.158 0.258
H 1.8567 -1.3590 1.0429 0.008 0.071 -0.008 0.193
H 0.9591 2.0412 3.7297 -0.083 -0.124 -0.081 0.181
H 2.2090 2.3554 2.5785 -0.159 -0.209 -0.215 0.194
H 1.9724 -0.3947 3.9247 0.000 0.064 -0.061 0.202
H 2.8260 0.9704 4.6453 -0.050 -0.046 -0.072 0.198
H 3.3787 0.3193 3.1106 -0.149 -0.123 0.060 0.206
```
Positions in Å, forces in eV/Å.

Its orbital gap is 7.73 eV. The total energy is -19820.54345 eV. The value obtained for the highest occupied orbital energy is -4.756 eV. As for the maximum force: 0.160 Eh/bohr. Its charge is -1.

---

Entry 3:
Below is C15H30Br2MoNO2P3S2 as an isolated structure, with properties calculated with the ωB97M-V functional and the def2-TZVPD basis.

Structure (XYZ):
```
56
Properties=species:S:1:pos:R:3:forces:R:3:mulliken_spin:R:1
Mo -0.8698 -0.3680 -0.1704 0.173 0.040 -0.238 1.232
C 0.3331 2.5096 1.9220 0.019 -0.013 0.064 0.003
P 0.4299 0.7075 1.8221 -0.141 0.017 -0.053 -0.073
C 2.1980 0.3367 1.8240 0.005 0.013 0.029 0.008
C -0.1948 0.0117 3.3886 0.057 0.024 0.015 -0.004
C -0.4119 -1.4906 3.2261 -0.009 0.005 0.013 0.004
P -1.5397 -1.7979 1.8334 0.026 -0.087 -0.073 -0.078
C -3.2120 -1.4412 2.4267 -0.024 -0.078 0.088 0.012
C -1.5121 -3.5665 1.4783 -0.003 -0.014 0.051 0.002
H 1.0793 2.8399 2.6480 -0.011 0.012 0.007 -0.001
H -0.6451 2.8464 2.2569 -0.029 -0.009 -0.017 0.000
H 0.5619 2.9622 0.9578 0.017 -0.023 -0.013 -0.001
H 2.6198 0.8082 2.7145 0.022 -0.007 -0.004 -0.001
H 2.6819 0.7572 0.9441 -0.005 -0.003 -0.012 0.000
H 2.3855 -0.7343 1.8618 0.007 -0.005 0.003 0.001
H -1.1144 0.5281 3.6732 -0.018 -0.014 -0.012 -0.001
H 0.5356 0.2251 4.1729 -0.005 -0.005 0.009 -0.001
H -0.8365 -1.9377 4.1283 -0.010 0.012 0.004 -0.001
H 0.5271 -2.0135 3.0259 0.005 0.003 -0.004 0.000
H -3.5043 -2.2634 3.0850 -0.005 0.007 0.002 0.002
H -3.9181 -1.3878 1.5999 -0.005 0.002 0.000 0.000
H -3.2551 -0.5207 3.0055 0.002 -0.006 0.006 0.000
H -1.6687 -4.1037 2.4167 -0.013 -0.007 -0.006 -0.001
H -0.5618 -3.8817 1.0508 0.010 -0.001 0.017 0.001
H -2.3177 -3.8172 0.7889 -0.005 0.000 -0.003 0.002
C 5.3321 0.7620 -1.5080 0.043 0.030 -0.005 0.000
C 4.5261 -0.3364 -2.1236 -0.160 -0.093 0.025 0.000
O 3.2752 -0.5411 -1.2615 0.095 0.095 -0.030 0.003
P 1.8218 -0.7017 -1.6927 0.108 -0.046 -0.078 0.032
S 0.8762 -1.9369 -0.3472 -0.124 0.003 0.106 -0.034
S 0.6787 0.9771 -1.4079 -0.068 0.021 0.046 -0.033
O 1.7901 -1.1947 -3.1438 0.024 -0.049 -0.046 0.001
C 0.6102 -1.5426 -3.9988 0.055 0.063 0.099 -0.003
C 1.1246 -1.8810 -5.3660 -0.024 -0.005 -0.036 -0.001
H 6.2474 0.8694 -2.0935 -0.004 -0.002 0.006 0.000
H 5.6199 0.5233 -0.4855 -0.001 -0.010 -0.005 0.000
H 4.8078 1.7167 -1.5366 -0.005 -0.008 0.000 0.000
H 5.0046 -1.3099 -2.0937 0.042 0.014 -0.001 0.000
H 4.1735 -0.1198 -3.1282 0.024 0.015 -0.007 0.000
H -0.0374 -0.6659 -3.9942 -0.012 -0.009 -0.017 0.000
H 0.1232 -2.3827 -3.5051 -0.009 -0.013 -0.023 0.000
H 1.6313 -1.0316 -5.8204 -0.003 0.004 0.011 0.000
H 0.2700 -2.1406 -5.9928 0.020 -0.010 -0.009 0.000
H 1.7982 -2.7351 -5.3365 -0.008 -0.005 0.011 0.000
Br -2.7041 -1.4313 -1.2140 -0.068 0.029 0.064 -0.037
Br -5.1267 4.9261 0.0102 -0.090 0.107 0.005 0.001
C -3.8995 3.5554 0.0040 0.064 -0.068 -0.006 0.002
C -3.1585 3.2625 -1.1415 0.004 -0.023 -0.007 -0.003
C -2.2594 2.2251 -1.1108 0.018 -0.036 0.046 -0.002
N -2.0413 1.4678 -0.0076 0.014 0.099 0.007 -0.023
C -2.7657 1.7647 1.0944 -0.014 0.012 0.006 0.005
C -3.6895 2.7773 1.1459 0.043 -0.042 -0.015 0.001
H -3.2890 3.8309 -2.0519 -0.009 0.001 0.003 0.000
H -1.7003 1.9682 -1.9996 -0.021 0.039 -0.013 0.001
H -2.5889 1.1555 1.9686 0.018 0.009 -0.004 -0.012
H -4.2407 2.9612 2.0576 -0.008 0.015 -0.008 0.000
```
Positions in Å, forces in eV/Å.

The energy relative to the best compared isomer or geometry (same formula, charge and spin) comes out at 72.5 kJ/mol. Its orbital gap (alpha / beta) is 5.90 / 6.36 eV. The total energy is -213083.22385 eV. The value obtained for the highest occupied orbital energy (alpha / beta) is -17.837 / -17.859 eV. As for the maximum force: 0.006 Eh/bohr. The spin multiplicity is 2. Its charge is +3.